{
  "formula": "C2H6N2S",
  "method": "ωB97M-V with the def2-TZVPD basis set",
  "species": ["C", "C", "H", "H", "H", "H", "H", "H", "N", "N", "S"],
  "positions_angstrom": [[0.981, -0.441, 0.323], [-0.372, -0.380, -0.356], [1.307, 1.502, -0.322], [2.580, 0.253, -0.015], [0.791, -0.504, 1.520], [1.052, -1.564, -0.242], [-0.502, -0.741, -1.296], [-3.462, 1.412, 0.572], [1.726, 0.432, -0.399], [-1.324, 0.093, 0.424], [-2.777, -0.062, -0.209]],
  "forces_ev_per_angstrom": [[-5.2, -5.5, -0.6], [-1.3, 2.4, 6.7], [2.0, -3.6, 0.1], [3.7, 1.2, 0.5], [1.0, 0.3, -2.8], [1.3, 1.9, 2.4], [-0.4, -0.9, -2.9], [1.3, -3.4, -1.8], [-1.3, 4.9, -1.0], [3.8, -0.9, -1.2], [-4.8, 3.4, 0.8]],
  "total_charge": 0,
  "total_energy_ev": -15981.8156,
  "e_above_lowest_ev": 4.983,
  "gap_ha": 0.311,
  "homo_energy_ev": -8.37
}



{
  "formula": "C37H35ClN6O14Pb",
  "method": "ωB97M-V with the def2-TZVPD basis set",
  "species": ["Pb", "O", "C", "C", "C", "N", "C", "C", "C", "O", "O", "C", "O", "O", "H", "H", "H", "O", "C", "O", "C", "O", "C", "C", "O", "O", "H", "H", "H", "H", "H", "C", "C", "C", "C", "N", "C", "N", "N", "N", "H", "H", "H", "H", "H", "H", "H", "H", "H", "H", "C", "O", "C", "C", "C", "C", "C", "C", "N", "C", "C", "C", "C", "C", "C", "C", "O", "H", "H", "H", "H", "H", "H", "H", "H", "H", "H", "H", "H", "H", "Cl", "C", "C", "C", "C", "C", "C", "C", "O", "O", "H", "H", "H", "H"],
  "positions_angstrom": [[0.159, -0.135, 0.175], [3.700, 5.566, -0.624], [2.758, 4.574, -0.524], [2.152, 4.033, -1.645], [1.231, 3.012, -1.466], [0.903, 2.549, -0.264], [1.478, 3.086, 0.811], [2.420, 4.102, 0.731], [1.109, 2.503, 2.183], [1.648, 3.044, 3.168], [0.343, 1.508, 2.189], [0.586, 2.358, -2.692], [0.896, 2.870, -3.805], [-0.124, 1.357, -2.491], [3.804, 5.775, -1.558], [2.378, 4.357, -2.653], [2.860, 4.495, 1.636], [-3.687, -1.529, 1.971], [-2.536, -1.351, 1.278], [-1.481, -1.058, 1.853], [-2.566, -2.250, 0.051], [-1.634, -1.831, -0.922], [-0.880, -2.896, -1.491], [0.194, -3.458, -0.536], [0.509, -4.646, -0.691], [0.672, -2.624, 0.283], [-3.672, -0.886, 2.694], [-2.314, -3.249, 0.426], [-3.570, -2.262, -0.377], [-1.536, -3.698, -1.838], [-0.366, -2.465, -2.354], [4.762, 2.405, 4.722], [4.046, 1.383, 5.600], [2.653, 1.878, 5.979], [3.979, -0.005, 4.950], [3.602, -0.002, 3.546], [2.418, -0.203, 2.964], [2.588, -0.182, 1.666], [3.901, 0.029, 1.460], [4.523, 0.140, 2.578], [4.916, 3.329, 5.282], [4.149, 2.646, 3.851], [5.730, 2.041, 4.373], [4.631, 1.232, 6.516], [2.022, 1.995, 5.094], [2.715, 2.862, 6.449], [2.173, 1.195, 6.687], [3.237, -0.611, 5.472], [4.938, -0.521, 5.003], [1.475, -0.298, 3.475], [4.876, 1.741, -1.595], [4.135, 1.850, -2.806], [4.781, 1.842, -3.980], [6.116, 2.182, -4.158], [6.662, 2.192, -5.438], [5.894, 1.864, -6.542], [4.563, 1.496, -6.361], [4.011, 1.468, -5.098], [2.665, 1.065, -4.861], [2.398, 0.112, -3.972], [3.208, -0.929, -3.525], [4.283, -1.542, -4.228], [4.899, -2.637, -3.705], [4.457, -3.170, -2.453], [3.474, -2.594, -1.718], [2.869, -1.363, -2.176], [2.153, -0.643, -1.456], [4.150, 1.519, -0.817], [5.395, 2.676, -1.366], [5.591, 0.918, -1.662], [6.722, 2.448, -3.303], [7.703, 2.463, -5.565], [6.324, 1.877, -7.534], [3.945, 1.201, -7.200], [1.947, 1.809, -4.829], [1.419, 0.204, -3.508], [4.569, -1.170, -5.205], [5.688, -3.136, -4.253], [4.926, -4.076, -2.083], [3.119, -3.002, -0.780], [-3.218, 6.317, -2.537], [-3.325, 4.833, -1.604], [-2.606, 3.723, -2.010], [-2.705, 2.556, -1.263], [-3.504, 2.507, -0.128], [-4.210, 3.639, 0.261], [-4.128, 4.812, -0.475], [-3.601, 1.238, 0.709], [-4.363, 1.219, 1.680], [-2.857, 0.290, 0.288], [-1.971, 3.761, -2.887], [-2.133, 1.689, -1.563], [-4.820, 3.579, 1.153], [-4.669, 5.701, -0.180]],
  "forces_ev_per_angstrom": [[0.0, 0.1, -0.1], [0.0, 0.0, 0.0], [0.0, 0.0, 0.0], [0.0, 0.0, 0.0], [-0.1, 0.1, 0.0], [0.1, 0.0, 0.0], [0.0, 0.0, 0.0], [0.0, 0.0, 0.0], [0.1, 0.0, 0.0], [0.0, 0.0, 0.0], [-0.1, 0.0, 0.0], [0.1, -0.1, 0.0], [0.0, 0.0, 0.0], [0.0, 0.0, 0.0], [0.0, 0.0, 0.0], [0.0, 0.0, 0.0], [0.0, 0.0, 0.0], [0.1, 0.0, 0.0], [0.2, -0.6, 0.3], [-0.2, 0.0, 0.0], [0.0, 0.1, -0.1], [0.0, 0.0, 0.0], [0.0, 0.0, 0.0], [0.0, 0.0, 0.0], [0.0, 0.0, 0.0], [0.0, 0.0, 0.1], [-0.1, 0.1, -0.1], [0.0, 0.0, 0.0], [0.0, 0.0, 0.0], [0.0, 0.0, 0.0], [0.0, 0.0, 0.0], [0.0, 0.0, 0.0], [0.0, 0.0, 0.0], [0.0, 0.0, 0.0], [-0.1, 0.0, 0.0], [0.0, -0.1, 0.0], [-0.1, 0.1, 0.0], [0.1, 0.0, 0.0], [0.0, 0.0, 0.0], [0.0, -0.1, 0.0], [0.0, 0.0, 0.0], [0.0, 0.0, 0.0], [0.0, 0.0, 0.0], [0.0, 0.0, 0.0], [0.0, 0.0, 0.0], [0.0, 0.0, 0.0], [0.0, 0.0, 0.0], [0.0, -0.1, 0.0], [0.0, 0.1, 0.0], [0.0, 0.0, 0.0], [0.0, 0.0, 0.0], [0.0, 0.0, 0.0], [0.0, 0.0, 0.0], [0.0, 0.0, 0.0], [0.0, 0.0, 0.0], [0.0, 0.0, 0.0], [0.0, 0.0, 0.0], [0.0, 0.0, 0.0], [0.0, -0.1, 0.0], [0.0, 0.0, 0.0], [0.1, 0.0, 0.0], [0.0, 0.0, 0.0], [0.0, 0.0, 0.0], [0.0, 0.0, 0.0], [0.0, 0.0, 0.0], [0.1, 0.0, -0.1], [-0.1, 0.0, 0.0], [0.0, 0.0, 0.0], [0.0, 0.0, 0.0], [0.0, 0.0, 0.0], [0.0, 0.0, 0.0], [0.0, 0.0, 0.0], [0.0, 0.0, 0.0], [0.0, 0.0, 0.0], [0.0, 0.1, 0.0], [0.0, 0.0, 0.0], [0.0, 0.0, 0.0], [0.0, 0.0, 0.0], [0.0, 0.0, 0.0], [0.0, 0.0, 0.0], [0.0, 0.0, 0.0], [0.0, 0.0, 0.0], [0.0, 0.0, 0.0], [0.0, 0.0, 0.0], [0.0, 0.0, 0.1], [0.0, 0.0, 0.0], [0.0, 0.0, 0.0], [0.0, 0.0, -0.1], [0.1, 0.0, 0.1], [-0.1, 0.2, -0.3], [0.0, 0.0, 0.0], [0.0, 0.0, 0.0], [0.0, 0.0, 0.0], [0.0, 0.0, 0.0]],
  "total_charge": -2,
  "total_energy_ev": -94317.4544,
  "e_above_lowest_ev": 0.000,
  "gap_ha": 0.260,
  "homo_energy_ev": -3.20
}



{
  "formula": "C35H41BN9Pd",
  "method": "ωB97M-V with the def2-TZVPD basis set",
  "species": ["Pd", "C", "C", "C", "C", "N", "N", "B", "N", "N", "C", "C", "C", "C", "C", "C", "C", "C", "C", "C", "N", "N", "C", "C", "C", "C", "C", "C", "C", "C", "C", "C", "C", "C", "C", "C", "C", "C", "H", "H", "H", "H", "H", "H", "H", "H", "H", "H", "H", "H", "H", "H", "H", "H", "H", "H", "H", "H", "H", "H", "H", "H", "H", "H", "H", "H", "C", "N", "C", "C", "N", "N", "C", "C", "H", "H", "H", "H", "H", "H", "H", "H", "H", "H", "H", "H", "H"],
  "positions_angstrom": [[0.556, -0.010, -0.482], [-3.642, 2.383, -2.818], [-2.312, 2.431, -2.147], [-1.621, 3.521, -1.646], [-0.419, 3.006, -1.144], [-0.396, 1.696, -1.343], [-1.554, 1.331, -1.946], [-1.802, -0.154, -2.350], [-0.508, -0.659, -3.031], [0.634, -0.655, -2.324], [1.621, -1.138, -3.077], [1.080, -1.466, -4.327], [-0.264, -1.149, -4.261], [-1.325, -1.287, -5.297], [2.999, -1.274, -2.586], [3.398, -0.802, -1.335], [4.701, -0.957, -0.891], [5.637, -1.588, -1.696], [5.258, -2.057, -2.946], [3.954, -1.901, -3.385], [-2.077, -1.097, -1.135], [-1.079, -1.436, -0.276], [-1.560, -2.307, 0.599], [-2.916, -2.539, 0.314], [-3.203, -1.759, -0.791], [-4.482, -1.627, -1.545], [-0.700, -2.884, 1.645], [0.672, -3.024, 1.435], [1.481, -3.567, 2.421], [0.932, -3.975, 3.629], [-0.435, -3.856, 3.838], [-1.246, -3.318, 2.850], [0.690, 3.649, -0.423], [0.435, 4.642, 0.518], [1.475, 5.194, 1.252], [2.777, 4.758, 1.052], [3.039, 3.776, 0.104], [2.002, 3.226, -0.633], [-4.087, 3.376, -2.820], [-3.552, 2.047, -3.852], [-4.323, 1.704, -2.306], [-1.936, 4.551, -1.674], [-2.720, -0.211, -3.107], [1.592, -1.878, -5.178], [-0.897, -1.707, -6.205], [-2.125, -1.945, -4.958], [-1.766, -0.320, -5.540], [2.702, -0.274, -0.679], [4.985, -0.579, 0.083], [6.656, -1.710, -1.354], [5.981, -2.548, -3.582], [3.675, -2.278, -4.359], [-3.587, -3.222, 0.807], [-5.252, -2.230, -1.069], [-4.826, -0.593, -1.572], [-4.370, -1.966, -2.575], [1.101, -2.742, 0.480], [2.541, -3.689, 2.237], [1.563, -4.405, 4.395], [-0.872, -4.190, 4.769], [-2.313, -3.233, 3.017], [-0.583, 4.973, 0.684], [1.268, 5.965, 1.981], [3.588, 5.193, 1.620], [4.057, 3.453, -0.077], [2.208, 2.479, -1.391], [1.857, 0.150, 3.846], [0.461, 0.527, 3.724], [-0.105, 1.218, 4.874], [-0.125, 0.583, 2.497], [0.615, 0.640, 1.413], [-1.473, 0.598, 2.461], [-2.286, -0.172, 3.389], [-2.204, 1.163, 1.340], [2.027, -0.217, 4.858], [2.537, 0.994, 3.677], [2.088, -0.652, 3.147], [0.587, 1.993, 5.212], [-0.281, 0.526, 5.699], [-1.044, 1.692, 4.603], [1.547, 0.984, 1.616], [-1.658, -0.714, 4.090], [-2.879, -0.896, 2.823], [-2.968, 0.480, 3.939], [-1.578, 1.876, 0.811], [-3.076, 1.689, 1.734], [-2.548, 0.393, 0.649]],
  "forces_ev_per_angstrom": [[-0.3, 0.0, 0.2], [0.0, 0.0, 0.0], [0.0, 0.0, 0.0], [0.0, 0.0, 0.0], [0.0, 0.0, 0.0], [0.1, 0.0, 0.0], [0.0, 0.0, 0.0], [0.0, 0.0, -0.1], [0.0, 0.0, 0.0], [0.1, -0.1, -0.3], [-0.1, 0.0, 0.0], [0.0, 0.0, 0.0], [0.0, 0.0, 0.0], [0.0, 0.0, 0.0], [0.1, 0.0, 0.0], [0.0, 0.0, 0.0], [0.0, 0.0, 0.0], [0.0, 0.0, 0.0], [0.0, 0.0, 0.0], [0.0, 0.0, 0.0], [0.1, 0.0, 0.1], [0.1, -0.1, 0.0], [-0.1, 0.0, 0.0], [0.0, 0.0, 0.0], [0.0, 0.0, -0.1], [0.0, 0.0, 0.0], [0.0, 0.0, 0.0], [0.0, 0.0, 0.0], [0.0, 0.0, 0.0], [0.0, 0.0, 0.0], [0.0, 0.0, 0.0], [0.0, 0.0, 0.0], [0.0, 0.0, 0.0], [0.0, 0.0, 0.0], [0.0, 0.0, 0.0], [0.0, 0.0, 0.0], [0.0, 0.0, 0.0], [0.0, 0.0, 0.0], [0.0, 0.0, 0.0], [0.0, 0.0, 0.0], [0.0, 0.0, 0.0], [0.0, 0.0, 0.0], [0.0, 0.0, 0.0], [0.0, 0.0, 0.0], [0.0, 0.0, 0.0], [0.0, 0.0, 0.0], [0.0, 0.0, 0.0], [0.0, 0.0, 0.0], [0.0, 0.0, 0.0], [0.0, 0.0, 0.0], [0.0, 0.0, 0.0], [0.0, 0.0, 0.0], [0.0, 0.0, 0.0], [0.0, 0.0, 0.0], [0.0, 0.0, 0.0], [0.0, 0.0, 0.0], [0.0, 0.0, 0.0], [0.0, 0.0, 0.0], [0.0, 0.0, 0.0], [0.0, 0.0, 0.0], [0.0, 0.0, 0.0], [0.0, 0.0, 0.0], [0.0, 0.0, 0.0], [0.0, 0.0, 0.0], [0.0, 0.0, 0.0], [0.0, 0.0, 0.0], [0.0, 0.0, 0.0], [0.0, 0.0, 0.0], [0.0, 0.0, 0.0], [0.0, 0.0, 0.1], [0.2, 0.3, 0.1], [-0.1, -0.2, -0.1], [0.0, 0.0, 0.0], [0.0, 0.1, 0.0], [0.0, 0.0, 0.0], [0.0, 0.0, 0.0], [0.0, 0.0, 0.0], [0.0, 0.0, 0.0], [0.0, 0.0, 0.0], [0.0, 0.0, 0.0], [0.0, 0.0, 0.0], [0.0, 0.0, 0.0], [0.0, 0.1, 0.0], [0.0, 0.0, 0.0], [0.0, 0.0, 0.0], [0.0, 0.0, 0.0], [0.0, 0.0, 0.0]],
  "total_charge": 1,
  "total_energy_ev": -54526.0833,
  "e_above_lowest_ev": 0.000,
  "gap_ha": 0.288,
  "homo_energy_ev": -10.95
}